(1)
76
Properties=species:S:1:pos:R:3:lowdin_charge:R:1 method="wB97M-V/def2-TZVPD" charge=+3 e_homo_ev=-15.059 fmax_ha_per_bohr=0.0425 spin_multiplicity=1 mol_weight_g_mol=621.05
Zr 0.44706 0.02072 -0.62582 1.801
S 5.13537 -0.94594 2.25641 0.450
S -1.11715 -2.47044 -2.18187 1.093
Si -2.31711 0.09317 1.66675 0.376
O 5.66172 0.35687 2.57631 -0.291
O 4.21564 -1.44245 3.24894 -0.315
O 5.98417 -2.04232 1.78935 -0.295
O -0.53925 -0.98585 -2.10939 -0.675
N -0.78931 -0.46315 0.92973 -0.237
N -0.23069 2.36975 -0.14939 -0.122
N 0.06154 5.25253 0.01438 0.063
N 1.81115 0.77566 -2.49893 0.027
C 3.31872 -0.93840 -1.43524 0.024
C -0.67581 4.62745 -1.08848 -0.095
C -0.17757 3.19925 -1.33970 -0.185
C -2.64117 -1.44196 -4.28434 -0.088
C -1.72994 -2.52528 -3.86204 -0.359
C 2.35180 -3.00272 2.38211 -0.007
C 2.69948 0.32724 -1.45438 -0.442
C 4.01776 -1.34003 -0.27908 -0.037
C -3.35679 0.57871 0.20001 -0.155
C 3.57518 0.80866 0.73301 0.005
C -2.99135 -1.39770 2.38802 -0.144
C 0.01442 4.42724 1.26828 -0.063
C 0.84637 -2.23662 0.62837 -0.137
C -2.91217 -4.13166 -1.50896 -0.096
C 4.11500 -0.51521 0.79398 -0.181
C 0.22834 -1.27652 1.46857 -0.429
C 1.61712 -2.14256 3.24181 -0.009
C -2.69202 -2.62999 -1.30145 -0.332
C 2.91042 1.24310 -0.36921 -0.110
C 1.96888 -3.00597 1.04381 -0.050
C -2.15576 1.48574 2.87981 -0.133
C 0.69534 -1.22924 2.81498 -0.004
C 0.52292 3.02459 0.99429 -0.137
H 0.25232 -2.67238 -0.20392 0.071
H 2.36723 -3.82065 0.47004 0.127
H 3.75321 1.48620 1.58045 0.144
H 3.24503 -1.65754 -2.28253 0.154
H -3.51500 -1.98216 -1.63535 0.105
H -0.76339 2.71337 -2.15630 0.155
H 1.02295 5.33927 -0.40562 0.215
H 0.60855 4.98695 2.01499 0.172
H -3.76139 -1.79992 1.72391 0.046
H 1.81802 0.09184 -3.25849 0.123
H -3.48548 -1.18252 3.34404 0.065
H 1.58476 3.02729 0.73237 0.094
H -1.94449 -4.63644 -1.43246 0.087
H 0.84883 3.25022 -1.68134 0.106
H -2.81314 0.78000 -0.73871 0.018
H -2.18109 -2.15598 2.64210 0.080
H -2.12059 -0.51922 -4.10840 0.067
H 4.54473 -2.31071 -0.30601 0.152
H -0.53401 5.18682 -2.01718 0.159
H -0.30738 6.20864 0.18640 0.217
H -2.75548 -1.46626 -5.36012 0.108
H -3.09991 1.53949 3.38584 0.053
H 1.84370 -2.22049 4.30742 0.144
H 0.24854 -0.53039 3.51208 0.113
H -3.24648 -4.32622 -2.50197 0.074
H -1.00440 4.44809 1.54094 0.121
H -1.72984 4.63375 -0.79505 0.155
H -0.77783 -2.45170 -4.37702 0.108
H 2.11243 1.66568 -2.89399 0.128
H 3.09571 -3.68495 2.75712 0.139
H -2.12692 -3.48628 -3.93770 0.078
H -1.42473 1.06529 3.59012 0.047
H 0.48898 2.36459 1.90101 0.150
H -3.63290 -1.45853 -3.81539 0.099
H -2.47856 -2.42194 -0.26228 0.061
H -3.99667 1.44465 0.31354 0.048
H -1.81985 2.47077 2.58271 0.009
H 2.58816 2.27144 -0.46177 0.091
H -1.18786 2.17866 0.13774 0.079
H -4.03079 -0.20861 -0.11299 0.031
H -3.55727 -4.58680 -0.80884 0.094

---

(2)
10
Properties=species:S:1:pos:R:3:nbo_charge:R:1 method="wB97M-V/def2-TZVPD" charge=0 e_homo_ev="-11.269 / -11.269" fmax_ha_per_bohr=0.0760 spin_multiplicity=1 mol_weight_g_mol=85.08
F 0.96891 2.01166 1.13381 -0.566
N -0.66150 2.99566 -1.56846 -0.173
C 0.24825 -1.52198 0.65059 -0.654
C -0.20332 -0.42046 -0.22344 -0.175
C -0.27966 0.87748 -0.22647 0.347
C -0.41060 2.02427 -0.99926 0.173
H -0.42831 -2.34821 0.26455 0.239
H 1.32628 -1.74303 0.40764 0.267
H -0.62833 -0.65203 -1.19540 0.269
H 0.06828 -1.22336 1.75645 0.273